Version P
Entry from OMol25: an isolated molecule of C2H4N2S (ωB97M-V/def2-TZVPD).

Output
molar mass: 88.1 g mol⁻¹
SMILES string: [H]/N=C\NC=S
E_HOMO: -8.939 eV

ORCA input file:
```
! wB97M-V def2-TZVPD RIJCOSX def2/J DEFGRID3
* xyz 0 1
C -0.746 -0.735 -0.067
C 1.444 0.508 0.007
H -2.387 0.149 0.121
H -0.174 -1.666 -0.014
H -0.462 1.301 -0.015
H 1.828 1.513 -0.035
N -1.999 -0.763 0.020
N 0.060 0.450 -0.020
S 2.436 -0.758 0.003
*
```



Version Q
Entry from OMol25: a structure of composition C2H4N2S (ωB97M-V/def2-TZVPD).

Output
molar mass: 88.1 g mol⁻¹
E_HOMO (alpha / beta): -9.915 / -9.915 eV

ORCA input file:
```
! wB97M-V def2-TZVPD RIJCOSX def2/J DEFGRID3
* xyz 0 1
C -1.956 0.321 0.052
C 0.239 -0.666 0.456
N -3.043 0.542 0.339
N -0.783 0.031 -0.402
S 0.061 2.042 -1.189
H 0.060 -1.778 0.453
H 1.299 -0.439 0.104
H 0.195 -0.493 1.483
H -0.158 2.705 0.019
*
```



Which of them is least stable? Easy: version Q.



Version P
Entry from OMol25: an isolated molecule of C2H4N2S (ωB97M-V/def2-TZVPD).

Output
molar mass: 88.1 g mol⁻¹
SMILES string: C1N=NCS1
E_HOMO: -9.050 eV

ORCA input file:
```
! wB97M-V def2-TZVPD RIJCOSX def2/J DEFGRID3
* xyz 0 1
C 0.218 1.359 -0.006
C -0.428 -1.181 -0.058
N 1.222 0.324 -0.013
N 0.977 -0.848 -0.023
S -1.577 0.331 0.074
H 0.388 1.900 0.900
H 0.151 1.687 -1.003
H -0.509 -2.026 -0.846
H -0.442 -1.546 0.975
*
```



Version Q
Entry from OMol25: an isolated molecule of C2H4N2S (ωB97M-V/def2-TZVPD).

Output
molar mass: 88.1 g mol⁻¹
SMILES string: C=NNC=S
E_HOMO: -8.726 eV

ORCA input file:
```
! wB97M-V def2-TZVPD RIJCOSX def2/J DEFGRID3
* xyz 0 1
C 0.780 0.719 -1.253
C -0.224 -0.665 1.214
H 1.579 0.583 -0.705
H 0.618 1.482 -2.041
H -1.830 -0.320 0.229
H -0.947 -0.958 2.136
N -0.400 0.367 -0.976
N -0.945 -0.269 0.107
S 1.369 -0.938 1.290
*
```



Which of them is least stable? Easy: version Q.



Version P
Entry from OMol25: a cluster of 2 separate species, C2H4N2S in total (ωB97M-V/def2-TZVPD).

Output
molar mass: 88.1 g mol⁻¹
E_HOMO: -7.679 eV

ORCA input file:
```
! wB97M-V def2-TZVPD RIJCOSX def2/J DEFGRID3
* xyz 0 1
C -1.655 -1.587 0.950
C 0.643 0.545 0.169
N -0.553 -1.326 0.849
N 1.699 0.323 -0.531
S -0.485 1.419 -0.810
H -2.728 -1.609 0.762
H 2.581 -0.014 -0.155
H 1.862 0.950 -1.437
H -1.365 1.298 0.203
*
```



Version Q
Entry from OMol25: an isolated molecule of C2H4N2S (ωB97M-V/def2-TZVPD).

Output
molar mass: 88.1 g mol⁻¹
SMILES string: N#C[C@@H](N)S
E_HOMO: -9.881 eV

ORCA input file:
```
! wB97M-V def2-TZVPD RIJCOSX def2/J DEFGRID3
* xyz 0 1
C 2.140 0.482 0.069
C 0.621 -0.112 0.610
N 3.183 0.777 -0.302
N -0.457 0.675 0.247
S 0.366 -1.798 0.012
H 0.847 -0.249 1.722
H -1.257 0.217 -0.011
H -0.174 1.222 -0.603
H 1.081 -2.456 0.837
*
```



Which of them is least stable? Easy: version P.



Version P
Entry from OMol25: an isolated molecule of C17H16N4 (ωB97M-V/def2-TZVPD).

Output
molar mass: 276.3 g mol⁻¹
E_HOMO: -8.081 eV

ORCA input file:
```
! wB97M-V def2-TZVPD RIJCOSX def2/J DEFGRID3
* xyz 0 1
C -4.495 1.695 0.746
N -3.159 1.186 0.460
C -2.765 -0.119 0.644
C -1.409 -0.250 0.461
C -0.712 -1.578 0.611
C 0.755 -1.559 0.184
C 1.091 -0.937 -1.023
C 2.405 -0.916 -1.497
C 3.457 -1.506 -0.791
C 4.875 -1.400 -1.248
C 3.099 -2.243 0.335
C 1.797 -2.242 0.860
C -0.917 1.126 0.146
C 0.294 1.860 0.066
C 0.331 3.251 -0.015
C -0.827 4.027 0.043
C -2.076 3.367 0.103
C -2.070 1.966 0.128
H -4.538 2.792 0.661
H -5.236 1.264 0.050
H -4.779 1.411 1.777
H -3.531 -0.832 0.911
H -0.864 -1.946 1.659
H 0.297 -0.410 -1.597
H 2.614 -0.418 -2.444
H 5.531 -1.978 -0.603
H 5.025 -1.763 -2.262
H 5.233 -0.374 -1.237
H 3.881 -2.832 0.831
H 1.572 -2.738 1.828
H 1.231 1.328 0.081
H 1.283 3.784 -0.116
H -0.790 5.136 0.060
H -2.996 3.927 0.172
N -1.222 -2.935 -0.487
N -1.200 -4.040 0.018
N -1.185 -5.102 0.487
*
```



Version Q
Entry from OMol25: a cluster of 2 separate species, C17H16N4 in total (ωB97M-V/def2-TZVPD).

Output
molar mass: 276.3 g mol⁻¹
E_HOMO: -7.050 eV

ORCA input file:
```
! wB97M-V def2-TZVPD RIJCOSX def2/J DEFGRID3
* xyz 0 1
C 2.949 2.907 -0.463
C 2.621 1.478 -0.430
N 3.583 0.526 -0.465
C 3.027 -0.747 -0.401
C 1.623 -0.581 -0.309
C 0.845 -1.693 0.037
C 1.456 -2.965 0.099
C 2.842 -3.101 -0.038
C 3.648 -1.981 -0.250
C 1.353 0.864 -0.348
C 0.137 1.477 0.072
C -1.174 1.024 -0.309
C -1.397 0.017 -1.286
C -2.629 -0.638 -1.346
C -3.651 -0.333 -0.437
C -4.939 -1.097 -0.443
C -3.486 0.750 0.446
C -2.299 1.470 0.448
H 2.017 3.472 -0.514
H 3.540 3.260 0.395
H 3.537 3.091 -1.372
H 4.585 0.714 -0.575
H -0.217 -1.561 0.240
H 0.824 -3.845 0.253
H 3.289 -4.096 0.047
H 4.736 -2.034 -0.295
H 0.197 2.443 0.578
H -0.576 -0.281 -1.940
H -2.821 -1.386 -2.122
H -5.624 -0.681 0.303
H -5.437 -1.066 -1.421
H -4.733 -2.145 -0.193
H -4.321 1.059 1.083
H -2.169 2.317 1.126
N 0.138 1.218 2.245
N -0.459 1.124 3.270
N -1.016 1.018 4.313
*
```



Which of them is least stable? Easy: version Q.



Version P
Entry from OMol25: a structure of composition C7H10N (ωB97M-V/def2-TZVPD).

Output
molar mass: 108.2 g mol⁻¹
E_HOMO: -15.777 eV

ORCA input file:
```
! wB97M-V def2-TZVPD RIJCOSX def2/J DEFGRID3
* xyz 1 1
C 0.889 -0.833 -0.944
C 1.133 0.319 -0.124
C -0.412 -1.012 -0.283
C -0.190 0.220 0.492
C 2.224 1.270 0.160
C -1.574 -1.773 -0.784
C -1.160 0.917 1.459
N -0.156 0.301 -1.056
H 1.439 -1.161 -2.019
H 1.883 2.176 -0.017
H 3.100 0.954 -0.484
H 2.502 1.112 1.295
H -1.616 -2.877 -0.508
H -1.777 -1.673 -1.770
H -2.339 -1.411 -0.221
H -0.635 1.007 2.350
H -2.041 0.449 1.369
H -1.269 2.015 1.085
*
```



Version Q
Entry from OMol25: the ion C7H10N with charge +1 (ωB97M-V/def2-TZVPD).

Output
molar mass: 108.2 g mol⁻¹
E_HOMO (alpha / beta): -13.488 / -12.924 eV

ORCA input file:
```
! wB97M-V def2-TZVPD RIJCOSX def2/J DEFGRID3
* xyz 1 1
C -1.821 0.727 0.368
C -0.864 1.437 -0.362
C -0.884 -1.360 -0.428
C -1.869 -0.633 0.516
C 0.351 0.857 -0.741
C 0.451 -0.636 -1.017
C 2.436 -0.036 0.511
N 1.084 -0.053 0.170
H -2.470 1.405 0.929
H -1.293 2.394 -0.857
H -0.649 -2.330 -0.074
H -1.329 -1.619 -1.356
H -2.609 -1.207 1.038
H 0.885 1.484 -1.441
H 2.350 -1.009 1.141
H 3.082 -0.164 -0.315
H 2.710 0.849 1.004
H 0.440 -0.106 0.914
*
```



Which of them is least stable? Easy: version Q.



Version P
Entry from OMol25: an isolated molecule of C2H2F3NO (ωB97M-V/def2-TZVPD).

Output
molar mass: 113.0 g mol⁻¹
SMILES string: FC(F)(F)N1CO1
E_HOMO: -10.870 eV

ORCA input file:
```
! wB97M-V def2-TZVPD RIJCOSX def2/J DEFGRID3
* xyz 0 1
C -1.324 -0.101 0.226
C 1.160 0.153 -0.083
N 0.006 -0.560 0.514
O -0.907 -1.232 -0.407
F 1.167 0.041 -1.378
F 1.154 1.426 0.176
F 2.333 -0.436 0.348
H -2.189 -0.124 0.985
H -1.399 0.832 -0.381
*
```



Version Q
Entry from OMol25: an isolated molecule of C2H2F3NO (ωB97M-V/def2-TZVPD).

Output
molar mass: 113.0 g mol⁻¹
SMILES string: O=N[C@@H](F)C(F)F
E_HOMO: -9.851 eV

ORCA input file:
```
! wB97M-V def2-TZVPD RIJCOSX def2/J DEFGRID3
* xyz 0 1
C 0.222 -0.787 -0.336
C -0.881 -0.163 0.490
N 1.517 -1.018 0.364
O 2.019 -0.116 0.911
F -0.163 -2.038 -0.811
F -1.360 -1.038 1.361
F -1.861 0.256 -0.262
H 0.573 -0.176 -1.120
H -0.304 0.714 0.891
*
```



Which of them is least stable? Easy: version Q.



Version P
Entry from OMol25: a cluster of 13 separate species, C27H80N8O13 in total (ωB97M-V/def2-TZVPD).

Output
molar mass: 725.0 g mol⁻¹
E_HOMO: -7.171 eV

ORCA input file:
```
! wB97M-V def2-TZVPD RIJCOSX def2/J DEFGRID3
* xyz 0 1
C -3.457 -4.570 1.406
O -2.337 -3.725 1.059
H -4.435 -4.051 1.179
H -3.323 -4.849 2.485
H -3.529 -5.471 0.840
H -1.931 -3.347 1.868
C -0.383 3.155 -3.010
O -1.521 2.525 -3.488
H 0.461 2.640 -3.387
H -0.384 3.280 -1.922
H -0.299 4.175 -3.353
H -1.256 1.573 -3.596
C -0.013 0.303 -0.185
O -0.920 1.223 -0.742
N 1.195 0.619 0.130
N -0.408 -0.956 0.058
H 1.498 1.477 -0.230
H 1.932 -0.011 0.403
H -1.409 -1.235 -0.158
H 0.180 -1.757 0.353
C -2.913 -1.108 -1.514
O -3.130 0.133 -1.977
N -2.953 -1.509 -0.293
N -2.610 -2.056 -2.355
H -3.158 -0.960 0.569
H -2.809 -2.434 0.036
H -2.605 -1.966 -3.400
H -2.493 -3.010 -1.978
C 0.264 -3.613 2.457
O 0.744 -2.972 1.245
N 0.760 -4.748 2.833
N -0.715 -3.156 3.144
H 1.459 -5.220 2.297
H 0.299 -5.408 3.471
H -1.000 -2.114 2.811
H -1.093 -3.500 4.041
C -2.212 0.138 2.478
O -1.942 1.442 2.700
N -3.359 -0.359 2.138
N -1.315 -0.807 2.463
H -4.158 0.325 2.472
H -3.540 -1.330 2.470
H -0.559 -0.551 3.134
H -0.816 -0.706 1.562
C 0.811 0.208 -5.361
C 0.255 -0.538 -4.165
C 1.373 -0.674 -3.163
O -0.736 -0.015 -3.627
H 0.667 1.277 -5.480
H 0.256 -0.243 -6.213
H 1.897 -0.028 -5.500
H -0.043 -1.516 -4.398
H 1.735 0.185 -2.557
H 2.282 -1.104 -3.708
H 1.152 -1.454 -2.406
H -0.941 -0.582 -2.903
C 3.000 -2.358 -0.699
C 4.159 -1.359 -0.470
C 4.737 -0.732 -1.715
O 3.840 -0.469 0.362
H 2.094 -1.846 -0.694
H 2.990 -3.089 0.118
H 2.994 -2.821 -1.649
H 4.982 -1.991 0.008
H 3.938 -0.233 -2.186
H 5.313 -1.449 -2.244
H 5.506 0.032 -1.486
H 4.595 -0.264 0.904
C 3.067 3.072 1.274
C 4.442 2.845 0.634
C 4.307 2.542 -0.868
O 5.213 3.807 0.704
H 3.179 3.517 2.238
H 2.676 2.076 1.420
H 2.371 3.604 0.608
H 4.969 2.070 1.126
H 3.760 1.677 -1.158
H 5.284 2.503 -1.334
H 3.805 3.308 -1.393
H 5.407 4.048 1.568
C 2.432 -0.806 3.488
C 1.439 -0.043 4.258
C 1.106 1.298 3.614
O 0.407 -0.718 4.393
H 2.799 -1.608 4.059
H 3.175 -0.165 3.063
H 1.841 -1.290 2.672
H 1.962 0.205 5.175
H 0.708 1.073 2.640
H 1.897 1.964 3.588
H 0.342 1.798 4.174
H 0.571 -1.580 4.755
C -0.034 -4.042 -2.065
C -1.135 -5.126 -1.919
C -0.707 -6.249 -0.971
O -2.295 -4.679 -1.569
H 0.853 -4.567 -2.441
H 0.001 -3.471 -1.110
H -0.367 -3.382 -2.880
H -1.253 -5.623 -2.862
H -0.542 -5.971 0.089
H 0.143 -6.780 -1.343
H -1.506 -6.996 -1.016
H -2.368 -4.580 -0.584
C -0.706 3.905 0.936
C -0.782 5.359 0.707
C 0.567 6.092 1.081
O -1.064 5.656 -0.493
H -0.529 3.688 1.950
H 0.155 3.576 0.367
H -1.591 3.304 0.663
H -1.571 5.813 1.276
H 0.965 5.846 2.041
H 0.532 7.128 0.934
H 1.327 5.852 0.369
H -0.848 6.635 -0.635
C -4.385 2.100 0.273
C -4.455 3.143 -0.796
C -4.306 4.513 -0.126
O -3.494 3.064 -1.591
H -4.167 1.086 -0.043
H -5.373 2.054 0.668
H -3.689 2.412 1.027
H -5.443 3.139 -1.214
H -4.354 5.319 -0.782
H -3.405 4.657 0.451
H -5.179 4.654 0.519
H -2.818 2.834 -0.892
*
```



Version Q
Entry from OMol25: a structure of composition C27H80N8O13 (ωB97M-V/def2-TZVPD).

Output
molar mass: 725.0 g mol⁻¹
E_HOMO: -6.468 eV

ORCA input file:
```
! wB97M-V def2-TZVPD RIJCOSX def2/J DEFGRID3
* xyz 0 1
C -4.561 -1.077 -0.758
O -4.360 -1.120 0.605
H -5.499 -0.656 -0.989
H -4.659 -2.058 -1.149
H -3.755 -0.584 -1.264
H -5.232 -0.886 0.962
C 4.241 -2.344 0.895
O 2.929 -1.945 0.446
H 4.096 -3.360 1.241
H 4.550 -1.752 1.666
H 5.017 -2.268 0.109
H 3.034 -1.235 -0.146
C 4.259 0.370 -1.774
O 5.586 -0.049 -1.757
N 3.794 1.571 -1.650
N 3.342 -0.592 -1.846
H 4.433 2.347 -1.380
H 2.843 1.817 -1.959
H 3.707 -1.460 -2.060
H 2.365 -0.249 -1.964
C -1.771 -0.513 3.703
O -2.744 0.387 3.478
N -2.086 -1.602 4.322
N -1.020 -1.220 2.882
H -2.994 -1.218 4.730
H -1.671 -1.453 5.343
H -1.142 -0.584 1.924
H -0.109 -0.763 3.039
C -2.322 -3.641 0.777
O -1.988 -2.756 -0.195
N -1.395 -3.993 1.587
N -2.858 -3.061 1.805
H -0.535 -3.865 1.002
H -1.554 -5.113 1.644
H -3.334 -2.176 1.381
H -3.754 -3.618 2.088
C -0.327 0.195 0.256
O 0.471 -0.367 -0.677
N 0.246 0.799 1.293
N -1.572 -0.107 0.562
H 1.295 0.880 1.206
H -0.164 1.480 1.880
H -2.019 -0.770 -0.100
H -2.204 0.742 0.859
C -1.323 3.284 2.394
C -2.357 3.162 1.307
C -1.791 3.593 -0.067
O -3.006 2.085 1.208
H -1.222 2.369 2.958
H -1.606 3.967 3.134
H -0.268 3.364 2.062
H -3.174 3.870 1.537
H -2.716 3.710 -0.629
H -1.125 2.776 -0.504
H -1.362 4.555 0.133
H -3.547 2.089 2.019
C 0.527 -5.525 -0.736
C 1.149 -4.158 -0.674
C 0.790 -3.282 -1.892
O 0.802 -3.484 0.317
H 0.944 -6.109 -1.596
H -0.602 -5.469 -0.874
H 0.716 -6.128 0.201
H 2.226 -4.218 -0.588
H -0.227 -3.019 -2.001
H 1.074 -3.766 -2.871
H 1.361 -2.381 -1.829
H 1.413 -2.745 0.346
C 1.437 3.741 -0.767
C 0.992 3.392 -2.202
C 1.291 4.518 -3.179
O 1.434 2.308 -2.643
H 1.407 2.901 -0.042
H 0.804 4.529 -0.392
H 2.440 4.255 -0.769
H -0.075 3.207 -2.212
H 0.853 4.293 -4.107
H 2.321 4.631 -3.363
H 0.899 5.431 -2.773
H 1.276 2.165 -3.572
C -2.877 1.857 -2.627
C -2.842 3.271 -3.189
C -2.432 3.239 -4.605
O -3.899 3.892 -3.051
H -1.910 1.441 -2.407
H -3.290 1.160 -3.397
H -3.353 1.796 -1.643
H -2.010 3.767 -2.739
H -2.983 2.495 -5.161
H -1.412 3.010 -4.555
H -2.524 4.246 -5.001
H -3.689 4.791 -3.187
C 2.567 2.595 2.849
C 3.416 1.867 1.799
C 4.557 1.069 2.416
O 2.842 1.048 1.053
H 2.064 1.867 3.542
H 1.864 3.192 2.312
H 3.051 3.429 3.335
H 3.837 2.630 1.151
H 4.976 1.700 3.155
H 5.264 0.619 1.667
H 4.231 0.176 2.972
H 3.205 1.120 0.183
C 2.101 -1.389 3.465
C 2.013 -1.326 4.993
C 2.723 -0.161 5.578
O 0.868 -1.393 5.463
H 3.096 -1.511 3.144
H 1.629 -0.489 3.025
H 1.745 -2.290 3.006
H 2.580 -2.224 5.253
H 3.054 -0.493 6.549
H 2.172 0.743 5.715
H 3.618 0.082 5.024
H 0.964 -1.342 6.422
C -2.270 -3.309 -5.487
C -2.514 -2.874 -4.018
C -1.751 -1.594 -3.635
O -3.703 -2.889 -3.678
H -1.194 -3.345 -5.706
H -2.718 -2.710 -6.291
H -2.626 -4.357 -5.556
H -2.091 -3.665 -3.492
H -1.579 -1.555 -2.585
H -2.339 -0.726 -3.939
H -0.791 -1.518 -4.152
H -4.008 -2.036 -3.322
*
```



Which of them is least stable? Easy: version Q.